1.
Here is a cluster of 2 separate species, C4H4BrN2O2S in total at a distorted geometry from the OMol25 dataset. Energies are from the ωB97M-V functional and the def2-TZVPD basis.

Geometry (Å):
C -1.189 0.856 -0.152
C -1.276 -0.291 0.691
C 3.655 -0.580 -0.618
C 1.327 0.043 0.201
N -0.103 1.339 -0.559
N 2.049 -0.550 -0.712
O 4.075 -1.465 -1.315
O 4.071 0.253 0.141
S 0.160 -0.979 1.201
Br -4.638 -0.368 -0.336
H -2.147 1.297 -0.424
H -2.201 -0.719 1.036
H 1.894 0.732 0.822
H 1.644 -1.257 -1.312

Output
Max |F| ... 2.7 eV/Å
LUMO (spin up / spin down) ... 0.0 / 0.0 eV
Total charge ... -1
Energy relative to the best compared isomer or geometry (same formula, charge and spin) ... 15.5 kcal per mole
Frontier orbital gap (spin up / spin down) ... 5.03 / 5.03 eV

=====

2.
Here is the molecule C4H4BrNO at a distorted geometry from the OMol25 dataset. Energies are from the ωB97M-V functional and the def2-TZVPD basis.

Geometry (Å):
C -0.182 1.755 0.079
C -0.179 0.287 -0.075
N -1.354 -0.296 -0.192
O -1.257 -1.659 -0.236
C -0.093 -2.158 -0.049
C 0.901 -0.586 0.065
Br 2.730 -0.484 0.377
H -1.297 1.966 0.287
H 0.406 1.962 0.939
H 0.244 2.405 -0.751
H 0.083 -3.192 -0.445

Output
Max |F| ... 6.4 eV/Å
Structure (SMILES) ... Cc1nocc1Br
LUMO (spin up / spin down) ... 0.1 / 0.1 eV
Energy relative to the best compared isomer or geometry (same formula, charge and spin) ... 100.7 kcal per mole
Frontier orbital gap (spin up / spin down) ... 8.60 / 8.59 eV

=====

3.
Here is the molecule C4H4BrNO2S at a distorted geometry from the OMol25 dataset. Energies are from the ωB97M-V functional and the def2-TZVPD basis.

Geometry (Å):
C -0.694 -0.373 -0.962
C 0.372 -0.380 0.347
C -1.158 0.975 -1.218
C 1.102 -1.561 0.803
N -0.626 1.822 -0.268
O -1.883 1.339 -2.115
O 0.395 1.556 2.108
S 0.713 1.334 0.712
Br -1.283 -1.908 -1.774
H 1.667 -1.319 1.703
H 1.795 -1.922 0.037
H 0.407 -2.372 1.016
H -0.806 2.809 -0.390

Output
Max |F| ... 8.7 eV/Å
LUMO (spin up / spin down) ... -1.4 / -1.4 eV
Energy relative to the best compared isomer or geometry (same formula, charge and spin) ... 12.5 kcal per mole
Frontier orbital gap (spin up / spin down) ... 7.85 / 7.78 eV

=====

4.
Here is the ion C4H4BrO3S2 with charge -1 at a distorted geometry from the OMol25 dataset. Energies are from the ωB97M-V functional and the def2-TZVPD basis.

Geometry (Å):
O -1.573 2.130 1.829
S -0.802 1.434 2.845
O -1.518 1.153 4.075
O 0.628 1.803 2.922
C -0.681 -0.504 1.755
Br -0.697 -1.826 3.190
C 0.501 -0.518 0.822
C -0.005 0.025 -0.525
C -1.360 0.083 -0.533
S -2.228 -0.408 0.866
H 1.153 -1.513 0.742
H 1.241 0.263 1.234
H 0.633 0.498 -1.343
H -1.723 0.503 -1.400

Output
Max |F| ... 3.0 eV/Å
Structure (SMILES) ... O=S(=O)([O-])[C@]1(Br)CC=CS1
LUMO ... 3.2 eV
Total charge ... -1
Energy relative to the best compared isomer or geometry (same formula, charge and spin) ... 12.8 kcal per mole
Frontier orbital gap ... 7.27 eV

=====

5.
Here is a cluster of 2 separate species, C4H4Cl3NSi in total at a distorted geometry from the OMol25 dataset. Energies are from the ωB97M-V functional and the def2-TZVPD basis.

Geometry (Å):
C -1.687 0.275 -0.829
C -1.878 -0.532 0.319
C -0.440 0.785 -0.718
C -0.661 -0.712 0.902
N 0.198 0.167 0.283
Si 1.933 0.259 0.418
Cl 2.417 1.979 -0.451
Cl 2.749 -0.674 1.991
Cl 2.956 -1.415 -1.706
H -2.414 0.779 -1.349
H -2.618 -1.240 0.677
H -0.058 1.536 -1.385
H -0.497 -1.208 1.850

Output
Max |F| ... 4.1 eV/Å
LUMO ... -1.0 eV
Energy relative to the best compared isomer or geometry (same formula, charge and spin) ... 14.6 kcal per mole
Frontier orbital gap ... 8.31 eV

=====

6.
Here is the ion C4H4Cl3O3 with charge -1 at a distorted geometry from the OMol25 dataset. Energies are from the ωB97M-V functional and the def2-TZVPD basis.

Geometry (Å):
C 1.198 -0.852 -0.485
C 0.203 0.032 0.231
O 0.398 0.064 1.607
C 0.210 1.578 -0.267
O 0.128 2.347 0.701
O 0.317 1.773 -1.468
C -1.352 -0.536 0.029
Cl -1.682 -0.659 -1.707
Cl -1.538 -2.155 0.735
Cl -2.522 0.538 0.761
H 0.840 -1.874 -0.598
H 1.414 -0.425 -1.462
H 2.107 -0.867 0.114
H 0.279 1.036 1.809

Output
Max |F| ... 2.0 eV/Å
Structure (SMILES) ... C[C@@](O)(C(=O)[O-])C(Cl)(Cl)Cl
LUMO ... 3.2 eV
Total charge ... -1
Energy relative to the best compared isomer or geometry (same formula, charge and spin) ... 0.0 kcal per mole
Frontier orbital gap ... 8.05 eV

=====

7.
Here is a structure of composition C4H4Cl4 at a distorted geometry from the OMol25 dataset. Energies are from the ωB97M-V functional and the def2-TZVPD basis.

Geometry (Å):
C 0.295 1.531 -0.001
C -0.926 -0.433 0.635
C -1.645 -1.180 -0.390
C 1.461 0.794 -0.262
Cl -0.812 -1.125 2.106
Cl 1.448 -0.484 -1.408
Cl 2.724 0.426 1.051
Cl 2.247 2.280 -1.121
H 0.499 2.114 0.943
H -1.447 -0.712 -1.406
H -1.266 -2.201 -0.267
H -2.577 -1.009 0.119

Output
Max |F| ... 3.1 eV/Å
LUMO ... -1.2 eV
Energy relative to the best compared isomer or geometry (same formula, charge and spin) ... 153.5 kcal per mole
Frontier orbital gap ... 7.14 eV

=====

8.
Here is the ion C4H4Cl4N2P with charge +1 at a distorted geometry from the OMol25 dataset. Energies are from the ωB97M-V functional and the def2-TZVPD basis.

Geometry (Å):
C 1.713 -0.486 -1.254
N 0.507 -0.022 -0.533
C 0.397 1.234 0.029
Cl 1.757 2.247 -0.446
N -0.301 1.751 0.916
C -1.280 1.147 1.592
Cl -1.792 2.025 3.036
C -1.854 -0.019 1.324
P -0.766 -1.118 -0.248
Cl 0.125 -2.709 0.200
Cl -1.841 -1.416 -1.977
H 2.557 -0.193 -0.717
H 1.559 -1.573 -1.106
H 1.869 -0.197 -2.391
H -2.648 -0.671 1.572

Output
Max |F| ... 5.4 eV/Å
Structure (SMILES) ... C[N+]1=C(Cl)N=C(Cl)C=P1(Cl)Cl
LUMO ... -5.3 eV
Total charge ... +1
Energy relative to the best compared isomer or geometry (same formula, charge and spin) ... 0.0 kcal per mole
Frontier orbital gap ... 8.61 eV

=====

9.
Here is a structure of composition C4H4Cl5N2 at a distorted geometry from the OMol25 dataset. Energies are from the ωB97M-V functional and the def2-TZVPD basis.

Geometry (Å):
C 0.430 1.419 -0.125
C 1.743 -0.427 -0.043
C 2.743 0.729 -0.151
C -0.737 -0.665 -0.184
N 0.517 -0.031 -0.175
N 1.758 1.772 -0.560
Cl -0.041 1.882 1.510
Cl 3.917 0.512 -1.438
Cl 2.216 -1.986 -0.028
Cl 3.448 1.230 1.415
Cl -1.452 2.178 -1.059
H -1.320 -0.011 -0.741
H -0.623 -1.565 -0.727
H -1.253 -0.982 0.711
H 1.953 2.831 -0.473

Output
Max |F| ... 3.2 eV/Å
LUMO ... -6.1 eV
Total charge ... +1
Energy relative to the best compared isomer or geometry (same formula, charge and spin) ... 52.8 kcal per mole
Frontier orbital gap ... 8.53 eV

=====

10.
Here is the molecule C4H4ClF at a distorted geometry from the OMol25 dataset. Energies are from the ωB97M-V functional and the def2-TZVPD basis.

Geometry (Å):
C 1.080 0.532 -0.182
C 1.266 1.851 -0.133
C -0.367 0.039 -0.308
C -1.173 1.009 0.386
F 2.377 2.481 0.145
Cl -2.763 1.255 -0.061
H 1.800 -0.172 -0.219
H -0.496 -0.015 -1.445
H -0.266 -1.029 0.122
H -0.919 1.207 1.390

Output
Multiplicity ... 3
Max |F| ... 4.6 eV/Å
Expectation value of S² ... 2.014
LUMO (spin up / spin down) ... 1.1 / -1.3 eV
Energy relative to the best compared isomer or geometry (same formula, charge and spin) ... 0.4 kcal per mole
Frontier orbital gap (spin up / spin down) ... 8.98 / 8.36 eV